15
Properties=species:S:1:pos:R:3:forces:R:3 method="wB97M-V/def2-TZVPD" homo_lumo_gap_ev="7.62 / 7.62" fmax_ev_per_a=2.53 smiles="CC=[S@@](C)(=O)C=O" e_tot_ev=-19204.0975 charge=0 lumo_ha="-0.00761 / -0.00763"
C 1.603 -1.627 0.248 0.1 0.0 0.3
C 0.545 -0.868 -0.479 -0.8 1.4 0.4
S -0.474 0.161 0.382 -0.4 -1.6 -1.9
C -1.912 0.481 -0.691 0.9 0.1 0.3
O -0.874 -0.373 1.662 -0.1 0.3 0.8
C 0.192 1.880 0.554 0.3 -0.2 -0.5
O 0.212 2.640 -0.374 -0.3 -0.2 0.5
H 2.506 -1.050 0.457 0.1 -0.1 0.0
H 1.891 -2.480 -0.366 0.0 -0.1 0.1
H 1.194 -1.998 1.185 0.1 -0.1 0.1
H 0.836 -0.372 -1.392 -0.1 0.0 -0.5
H -1.619 1.260 -1.383 -0.1 0.1 -0.2
H -2.725 0.812 -0.056 0.0 0.1 0.2
H -2.172 -0.432 -1.215 0.2 -0.2 0.1
H 0.798 1.968 1.468 0.0 0.2 0.2

***

110
Properties=species:S:1:pos:R:3:forces:R:3 method="wB97M-V/def2-TZVPD" homo_lumo_gap_ev=7.89 fmax_ev_per_a=0.45 e_tot_ev=-107511.6190 charge=0 lumo_ha=0.01863
Al -1.633 0.258 0.058 0.2 0.2 -0.4
C -2.899 2.687 3.696 0.0 0.0 0.0
C -2.308 3.324 2.435 0.0 0.0 0.0
C -3.470 3.647 1.487 0.0 0.0 0.0
P -1.061 2.288 1.515 -0.1 0.0 0.1
C 0.079 3.499 0.692 0.0 0.0 -0.1
C -0.667 4.421 -0.274 0.0 0.0 0.0
C 0.968 4.312 1.626 0.0 0.0 0.0
C 0.021 1.512 2.771 0.1 0.1 0.0
C 0.234 2.178 3.983 0.0 0.0 0.0
C 0.986 1.611 4.993 0.0 0.0 0.0
C 1.544 0.356 4.792 0.0 0.0 0.0
C 1.378 -0.283 3.578 0.0 0.0 0.0
C 0.633 0.267 2.526 0.1 0.0 0.0
Si 0.569 -0.462 0.742 -0.1 -0.2 0.2
C 2.375 -0.117 0.197 0.0 0.1 0.0
C 3.366 -0.640 1.037 0.0 0.0 0.0
C 4.691 -0.253 0.949 0.0 0.0 0.0
C 5.060 0.712 0.024 0.0 0.0 0.0
C 4.111 1.203 -0.854 0.0 0.0 0.0
C 2.781 0.769 -0.818 0.0 0.0 0.0
P 1.628 1.016 -2.228 0.0 0.0 -0.1
C 2.651 0.229 -3.591 0.0 0.0 0.0
C 2.985 -1.204 -3.158 0.0 0.0 0.0
C 3.932 0.887 -4.105 0.0 0.0 0.0
C 1.534 2.848 -2.629 0.0 0.0 0.1
C 2.544 3.793 -1.981 0.0 0.0 -0.1
C 1.418 3.125 -4.130 0.0 0.0 0.0
C 0.237 -2.355 0.749 0.1 0.0 0.0
C 0.920 -3.195 1.636 0.0 0.0 0.0
C 0.744 -4.568 1.661 0.0 0.0 0.0
C -0.139 -5.157 0.774 0.0 0.0 0.0
C -0.844 -4.357 -0.108 0.0 0.0 0.0
C -0.687 -2.968 -0.133 0.0 -0.1 -0.1
P -1.566 -1.960 -1.403 -0.1 -0.1 0.2
C -0.611 -2.441 -2.926 0.1 0.1 0.0
C -0.672 -1.383 -4.028 0.0 0.0 0.0
C -0.888 -3.836 -3.486 0.0 0.0 0.0
C -3.332 -2.507 -1.638 0.0 0.0 0.0
C -3.751 -3.958 -1.426 0.0 0.0 0.0
C -3.845 -1.976 -2.981 0.0 0.0 0.0
H -3.603 3.394 4.142 0.0 0.0 0.0
H -2.163 2.429 4.451 0.0 0.0 0.0
H -3.452 1.783 3.440 0.0 0.0 0.0
H -1.798 4.257 2.704 0.0 0.0 0.0
H -3.982 2.727 1.199 0.0 0.0 0.0
H -3.163 4.154 0.576 0.0 0.0 0.0
H -4.193 4.281 2.005 0.0 0.0 0.0
H 0.722 2.834 0.099 0.0 0.0 0.0
H -1.280 5.142 0.269 0.0 0.0 0.0
H -1.307 3.871 -0.967 0.0 0.0 0.0
H 0.057 4.990 -0.862 0.0 0.0 0.0
H 0.375 4.975 2.263 0.0 0.0 0.0
H 1.632 4.944 1.032 0.0 0.0 0.0
H 1.586 3.683 2.265 0.0 0.0 0.0
H -0.193 3.160 4.138 0.0 0.0 0.0
H 1.137 2.141 5.925 0.0 0.0 0.0
H 2.124 -0.116 5.576 0.0 0.0 0.0
H 1.846 -1.249 3.463 0.0 0.0 0.0
H 3.104 -1.366 1.794 0.0 0.0 0.0
H 5.426 -0.683 1.618 0.0 0.0 0.0
H 6.085 1.058 -0.030 0.0 0.0 0.0
H 4.414 1.922 -1.600 0.0 0.0 0.0
H 1.940 0.183 -4.421 0.0 0.0 0.0
H 3.886 -1.211 -2.541 0.0 0.0 0.0
H 3.166 -1.840 -4.028 0.0 0.0 0.0
H 2.194 -1.652 -2.559 -0.1 0.0 0.0
H 4.714 0.876 -3.348 0.0 0.0 0.0
H 3.789 1.912 -4.443 0.0 -0.1 0.1
H 4.309 0.310 -4.955 0.0 0.0 0.0
H 0.549 3.082 -2.221 0.0 0.0 0.1
H 3.502 3.769 -2.506 0.0 0.0 0.0
H 2.731 3.561 -0.932 0.0 0.0 0.0
H 2.174 4.821 -2.038 0.0 0.0 0.0
H 2.394 3.148 -4.615 -0.1 0.0 0.0
H 0.959 4.105 -4.277 0.0 0.0 0.0
H 0.785 2.397 -4.635 0.0 0.0 0.0
H 1.619 -2.775 2.344 0.0 0.0 0.0
H 1.297 -5.170 2.371 0.0 0.0 0.0
H -0.282 -6.230 0.766 0.0 0.0 0.0
H -1.528 -4.832 -0.794 0.0 0.0 0.0
H 0.407 -2.459 -2.533 0.0 0.1 0.0
H -1.637 -1.386 -4.534 0.0 0.0 0.0
H 0.092 -1.599 -4.780 0.0 0.0 0.0
H -0.501 -0.381 -3.639 0.0 0.0 0.0
H -1.903 -3.932 -3.869 0.0 0.0 0.0
H -0.718 -4.622 -2.751 0.0 0.0 0.0
H -0.206 -4.019 -4.320 0.0 0.0 0.0
H -3.838 -1.929 -0.863 0.0 0.0 0.0
H -3.273 -4.646 -2.125 0.0 0.0 0.0
H -4.831 -4.031 -1.583 0.0 0.0 0.0
H -3.550 -4.293 -0.409 0.0 0.0 0.0
H -3.533 -2.602 -3.818 0.0 0.0 0.0
H -3.519 -0.954 -3.173 0.0 0.0 0.0
H -4.937 -1.972 -2.965 0.0 0.0 0.0
Te -3.461 -0.660 1.680 -0.1 -0.1 0.0
C -2.394 -1.808 3.102 0.1 0.1 0.0
C -2.468 -3.196 3.055 0.0 0.0 0.0
C -1.851 -3.963 4.032 0.0 0.0 0.0
C -1.150 -3.351 5.061 0.0 0.0 0.0
C -1.073 -1.967 5.111 0.0 -0.1 0.0
C -1.697 -1.196 4.139 -0.1 0.0 0.0
H -3.009 -3.680 2.251 0.0 0.0 0.0
H -1.915 -5.043 3.985 0.0 0.0 0.0
H -0.669 -3.950 5.824 0.0 0.0 0.0
H -0.528 -1.478 5.909 0.0 0.0 0.0
H -1.635 -0.115 4.188 0.0 -0.1 0.0
S -3.119 1.391 -1.359 0.1 -0.1 0.1
C -2.143 1.729 -2.686 -0.1 0.0 0.0
N -1.527 2.005 -3.624 0.0 0.0 0.0

***

10
Properties=species:S:1:pos:R:3:forces:R:3 method="wB97M-V/def2-TZVPD" homo_lumo_gap_ev="8.22 / 7.63" fmax_ev_per_a=2.29 e_tot_ev=-70484.4341 charge=0 lumo_ha="-0.03228 / -0.04001"
C 0.608 -0.041 -0.590 -1.3 -0.4 -1.8
C 1.508 0.260 0.549 1.7 0.2 0.9
C -2.255 -0.039 -0.102 0.3 0.0 0.0
O 0.827 -0.289 -1.721 0.0 0.3 1.2
F 0.843 0.548 1.677 -0.2 -0.1 -0.3
Cl 2.512 -1.198 0.862 -0.3 0.4 -0.1
Cl 2.532 1.679 0.140 -0.3 -0.4 0.1
Cl -2.453 1.390 0.818 0.0 0.0 0.0
Cl -2.855 -0.005 -1.703 0.1 0.0 0.1
Cl -2.467 -1.506 0.753 0.0 0.0 0.0

***

38
Properties=species:S:1:pos:R:3:forces:R:3 method="wB97M-V/def2-TZVPD" homo_lumo_gap_ev=2.67 fmax_ev_per_a=6.06 e_tot_ev=-465371.2843 charge=+2 lumo_ha=-0.33163
Ag -0.640 1.203 -6.221 0.7 -0.1 0.0
Ag -0.777 -3.153 -4.064 0.8 0.2 0.3
Ag 3.716 0.260 -1.971 -0.6 -0.3 -0.5
Ag -3.042 -2.589 0.098 0.7 0.5 0.3
Ag -3.350 2.666 -2.071 0.8 -0.1 0.7
C -0.194 0.236 -1.140 -2.5 -1.9 0.0
O 0.256 -0.920 -1.332 0.8 -3.5 1.0
O -1.127 0.470 -0.280 -1.0 -0.2 0.8
O 0.101 1.061 -1.973 1.3 5.0 -3.1
B 3.289 -1.521 -5.669 1.3 0.0 -1.7
F 3.507 -2.248 -4.537 -0.1 -0.4 1.7
F 4.163 -1.882 -6.657 1.1 -0.4 -0.5
F 2.046 -1.732 -6.200 -3.2 -0.5 -0.1
F 3.394 -0.156 -5.467 0.1 1.7 1.2
Br -2.228 4.180 5.013 0.3 -1.4 0.1
C -1.835 2.217 5.136 -0.4 -1.1 -0.5
C -3.079 1.412 4.696 0.0 0.7 -0.3
Br -2.682 -0.514 4.149 -0.1 1.4 0.5
H -1.439 1.942 6.113 -0.2 0.4 0.0
H -1.120 1.910 4.372 0.4 0.8 0.2
H -3.381 1.940 3.792 -0.3 -0.6 -0.1
H -3.921 1.389 5.388 0.3 -0.2 0.0
Br -1.385 -6.517 -0.317 0.6 -0.2 0.5
C 0.135 -7.074 0.874 0.6 0.7 0.5
C 0.809 -5.826 1.456 0.6 -0.4 -0.3
Br 2.627 -6.381 2.196 -1.5 0.4 -0.3
H 0.852 -7.656 0.295 -0.4 0.1 -0.3
H -0.264 -7.676 1.690 -0.3 0.0 -0.4
H 0.181 -5.363 2.217 0.4 -0.1 0.2
H 1.066 -5.085 0.699 0.0 -0.2 0.0
Br 2.204 5.039 1.479 -1.0 0.2 -0.2
C 0.439 5.458 0.665 -0.4 -0.5 0.6
C 0.694 5.840 -0.742 -0.2 0.5 -0.6
Br -1.109 6.435 -1.438 0.8 -0.3 -0.1
H -0.108 6.270 1.145 0.8 0.2 0.5
H -0.252 4.621 0.760 0.5 -0.4 0.0
H 1.069 5.061 -1.407 -0.3 0.0 0.2
H 1.387 6.681 -0.745 -0.4 0.2 -0.4

***

22
Properties=species:S:1:pos:R:3:forces:R:3 method="wB97M-V/def2-TZVPD" homo_lumo_gap_ev=10.81 fmax_ev_per_a=0.32 e_tot_ev=-12681.3882 charge=+1 lumo_ha=-0.15690
F -0.640 3.199 0.650 0.1 -0.3 -0.1
C -0.222 1.964 0.176 -0.1 0.1 0.0
C 1.079 1.583 0.869 -0.1 0.1 0.1
C 1.391 0.094 0.847 0.1 -0.1 -0.3
C 1.156 -0.633 -0.496 0.0 -0.1 0.0
C -0.156 -1.434 -0.326 0.2 -0.2 0.0
C -0.407 -1.359 1.125 -0.3 0.0 -0.1
N 0.441 -0.628 1.735 0.1 0.2 0.2
H -1.027 1.248 0.383 0.0 0.1 0.0
H -0.100 2.045 -0.907 0.0 0.0 0.1
H 1.919 2.111 0.414 0.0 0.0 0.0
H 1.017 1.923 1.908 0.0 0.0 0.0
H 2.403 -0.061 1.217 -0.1 -0.1 0.1
H 1.123 0.071 -1.323 0.0 -0.1 0.0
H 1.966 -1.335 -0.683 0.1 0.1 0.0
H -1.014 -1.121 -0.935 0.0 0.1 0.2
H -0.018 -2.493 -0.570 -0.1 0.0 -0.1
H -1.215 -1.849 1.658 0.1 0.0 0.0
H 0.431 -0.461 2.736 -0.1 0.0 0.0
O -2.440 -0.981 -2.541 0.0 0.0 0.0
H -2.749 -1.683 -3.124 0.0 0.0 0.0
H -2.938 -0.202 -2.812 0.0 0.0 0.0